This record from the OMol25 dataset describes a 12-piece molecular cluster, C5H35NO11S overall at a distorted geometry. The level of theory is the ωB97M-V functional and the def2-TZVPD basis.

```
53
Properties=species:S:1:pos:R:3:lowdin_charge:R:1
H 3.474 -1.727 -3.336 0.067
C -2.091 1.853 3.133 -0.073
H 2.264 -1.146 -0.274 0.033
H 2.444 0.165 1.625 0.047
O -0.787 0.090 -2.768 -0.062
O 2.033 -2.838 -3.354 -0.063
H -2.383 2.752 -1.463 0.038
O -3.627 -0.692 -2.750 -0.053
H 1.796 -4.252 0.511 0.020
O 0.768 4.016 1.819 -0.047
O -1.678 2.572 -2.089 -0.037
H -1.458 -4.064 1.452 0.034
H -1.653 0.451 -2.975 0.022
N -0.074 0.729 2.043 -0.076
H 0.936 1.074 -3.140 0.041
H 0.962 -0.251 -0.396 0.041
H 3.062 0.659 3.215 0.087
H 4.216 -1.039 -1.075 -0.009
H -0.690 -3.122 0.355 0.013
H -0.986 3.228 -2.195 0.055
C 0.900 0.418 3.084 -0.295
C -2.139 0.661 0.909 -0.473
H 0.122 4.171 1.119 0.041
O -1.448 -3.268 0.920 -0.048
H 0.844 -0.552 3.591 0.119
H -1.751 -0.115 0.264 0.053
O 3.683 -0.994 -2.693 -0.075
H -1.574 -0.260 2.872 0.136
S -4.011 0.655 0.913 0.691
H -4.252 2.006 0.781 -0.130
H 1.923 -3.551 -2.701 0.064
O 4.466 -0.757 -0.161 -0.089
H 0.226 3.689 2.545 0.007
H 2.225 1.751 2.078 0.081
H -1.295 2.644 3.214 0.076
H 1.551 0.368 -1.962 -0.022
C 2.220 0.735 2.526 -0.117
H 0.225 1.560 1.513 0.095
H -4.195 -0.764 -1.983 0.017
O 1.539 1.246 -2.402 -0.066
H 2.895 -0.448 -2.662 0.004
H 1.728 -2.172 -2.698 0.028
H -2.691 -0.850 -2.674 -0.006
O 2.708 -3.996 0.672 -0.046
H -0.339 0.557 -2.064 -0.008
H -2.319 1.613 4.171 0.077
H 2.718 -3.382 1.411 0.035
O 1.446 -0.999 -0.770 -0.052
H -3.088 2.159 2.851 0.030
H 5.328 -1.196 -0.158 0.045
H 0.822 1.219 3.899 0.124
C -1.512 0.692 2.347 -0.439
H -1.871 1.669 0.477 0.065
```

Properties
Frontier orbital gap: 9.014 eV
Molar mass: 317.4 g mol⁻¹
Charge: 0
2S+1: 1

---

This record from the OMol25 dataset describes a 12-piece molecular cluster, C5H36N2O12 overall at a distorted geometry. The level of theory is the ωB97M-V functional and the def2-TZVPD basis.

```
55
Properties=species:S:1:pos:R:3:lowdin_charge:R:1
H 0.808 -1.586 4.074 0.048
C 1.555 0.496 -2.534 -0.350
O -0.221 2.242 2.377 -0.087
H -2.405 1.399 -3.394 0.015
N -1.952 -1.271 0.406 0.024
H 0.175 -0.913 1.119 0.106
O 0.198 -1.179 4.733 -0.028
H -0.130 -3.125 -0.945 0.130
H -1.065 3.036 -0.334 0.066
H -0.655 -1.337 4.382 -0.037
H -4.083 1.102 1.483 0.047
H 1.078 1.986 -0.826 0.011
H 2.247 -2.150 -0.320 0.030
H -2.627 -1.882 -2.617 0.096
H -2.956 -1.179 -1.342 -0.017
H 0.665 1.911 0.795 0.029
O 3.502 0.868 0.668 -0.067
H -1.861 -2.290 0.462 0.081
C 0.334 -2.208 -1.477 -0.203
H 2.581 -0.007 -2.749 0.147
H 2.633 -1.557 1.660 0.052
H -0.981 2.533 1.795 0.062
H 1.892 -0.327 -0.672 0.122
O -2.180 -0.387 3.431 -0.045
H 3.635 3.065 -0.471 0.055
H -0.549 0.470 0.707 0.088
O -1.844 2.499 -0.639 -0.053
H -2.621 -0.949 1.063 0.024
C 1.800 -2.554 -1.211 -0.114
H 0.098 -2.279 -2.566 0.123
H 1.672 1.699 -2.579 0.147
H -3.162 -0.686 3.733 0.158
H 4.028 1.653 0.946 0.046
H 2.564 3.269 0.484 -0.012
O -3.280 -1.254 -2.218 -0.031
H -0.252 1.475 3.029 0.093
H 2.478 -2.196 -2.038 0.085
O 0.954 2.450 0.015 -0.110
C -0.583 -0.612 0.341 -0.181
O -1.988 0.623 -3.189 -0.050
H -1.471 1.688 -0.979 0.008
O 0.662 0.241 -3.494 -0.023
H -0.988 -0.369 -1.680 0.118
H -2.729 -0.002 -2.935 0.015
H -2.804 1.598 0.661 -0.013
C -0.081 -0.823 -1.104 -0.361
H -1.617 -0.666 4.051 -0.102
N 1.065 0.093 -1.247 -0.062
H 1.982 -3.701 -1.302 0.116
O 3.500 3.306 0.449 -0.050
H 1.632 -2.824 1.425 0.015
O -3.140 1.272 1.503 -0.067
O 1.959 -2.168 2.023 -0.055
H -0.236 0.285 -3.190 0.019
H 2.761 1.219 0.239 -0.060
```

Properties
Frontier orbital gap: 9.249 eV
Molar mass: 316.3 g mol⁻¹
Charge: 0
2S+1: 1

---

This record from the OMol25 dataset describes a 13-piece molecular cluster, C5H36N2O13 overall at a distorted geometry. The level of theory is the ωB97M-V functional and the def2-TZVPD basis.

```
56
Properties=species:S:1:pos:R:3:lowdin_charge:R:1
H -2.822 3.781 0.460 0.002
H 0.113 -0.864 -2.755 0.099
H -2.507 -2.263 -2.897 0.074
H -2.678 2.656 2.799 0.070
H 0.297 -2.090 1.177 0.151
H -1.893 1.777 1.674 -0.047
H 2.532 -0.266 3.181 0.131
C -2.286 -1.075 -0.659 0.030
N -0.743 -2.030 0.862 0.206
H 3.404 1.647 -2.640 0.147
H 1.477 2.732 3.465 0.158
H 1.659 -1.237 -1.697 0.144
H 0.651 -0.197 0.285 0.077
H 2.342 3.293 2.437 0.019
O -1.754 -1.729 -3.183 -0.046
O -0.391 -0.428 3.475 -0.054
H -2.189 -1.114 -3.865 0.147
H 1.306 -0.780 -5.182 -0.001
H -1.456 -5.242 -0.457 0.171
H 2.106 -2.585 2.027 0.057
H -1.249 -1.600 1.692 0.197
H 0.848 -2.057 -4.241 0.113
H -0.600 0.573 -0.852 0.129
C 0.859 -0.516 -1.951 -0.164
H -0.611 -2.250 -1.241 0.161
N 1.477 0.769 -2.444 0.089
O 2.423 0.727 0.620 -0.053
C 2.813 0.730 -2.348 0.206
H 0.955 2.079 1.091 0.113
H 2.445 1.506 1.152 -0.012
H 0.675 1.457 -2.415 0.200
H 3.239 0.233 0.556 0.084
O 2.191 2.456 2.763 -0.031
C 0.081 -0.317 -0.615 -0.110
O -3.179 -1.505 0.089 0.381
O -0.270 4.104 -1.243 -0.050
O -1.829 -4.303 -0.140 -0.093
O -0.012 1.791 0.673 -0.172
H 1.076 -0.690 2.782 -0.063
O 1.077 -1.101 -4.397 -0.014
H -1.166 -2.910 0.948 0.095
O -2.376 1.782 2.473 -0.064
O 1.959 -1.002 2.754 -0.082
O 1.773 -3.140 1.240 -0.088
H 2.098 -3.966 1.622 0.079
H 0.597 4.440 -1.317 0.024
H -0.059 -0.261 4.332 0.058
H -2.496 -0.362 -1.516 0.215
O -3.327 3.887 1.259 -0.081
H -0.958 0.425 3.314 0.099
H 3.433 -0.179 -2.170 0.147
H -4.276 3.488 1.031 0.144
H -0.391 2.688 0.370 0.068
H -2.798 -4.350 -0.351 0.088
H -0.734 4.922 -1.562 0.102
C -0.857 -1.534 -0.464 -0.249
```

Properties
Frontier orbital gap (alpha / beta): 6.790 / 3.111 eV
Molar mass: 332.3 g mol⁻¹
Charge: +3
2S+1: 2

---

This record from the OMol25 dataset describes a 13-piece molecular cluster, C5H37N2O13 overall at a distorted geometry. The level of theory is the ωB97M-V functional and the def2-TZVPD basis.

```
57
Properties=species:S:1:pos:R:3:lowdin_charge:R:1
H 1.516 1.639 2.210 0.105
C 2.218 -0.271 2.804 -0.221
H 4.758 -0.354 1.919 0.072
O -1.879 -1.270 -1.668 -0.046
H -0.331 -2.694 -1.174 0.038
H 3.098 0.103 3.396 0.134
O -4.275 -1.773 0.271 -0.055
N 0.392 -0.235 0.175 0.219
H 0.036 -3.221 0.919 0.008
H 3.444 2.097 -0.668 0.050
H -1.533 1.029 2.728 0.145
O 1.841 2.626 -2.166 -0.064
H 0.558 0.835 3.406 0.123
H -1.338 1.686 -2.082 0.035
O 1.525 -0.077 -2.480 -0.054
H -1.948 -1.064 -2.606 0.037
H -4.044 -1.168 -0.480 0.003
O -1.340 0.408 -3.697 -0.057
O -4.107 0.616 -1.775 -0.035
H 1.432 2.933 -1.352 -0.022
H -0.335 -0.936 2.072 0.147
N 2.799 -1.044 1.741 -0.056
H -1.351 -0.094 -4.521 0.076
C -0.007 0.027 1.611 -0.254
H -4.843 1.207 -1.576 0.069
C 4.024 -0.994 1.461 -0.032
O -1.612 -2.701 1.525 -0.047
H -4.876 -1.213 0.793 0.064
O 0.996 -3.085 0.891 -0.086
H -0.559 2.730 -1.347 0.051
H -3.102 0.579 0.927 0.097
H 1.783 -1.098 3.413 0.134
H 1.456 4.393 0.729 0.061
C -1.252 0.866 1.668 -0.170
H 2.350 -0.258 -2.949 0.087
H -1.250 1.739 1.051 0.101
H 0.918 0.526 -0.244 0.110
H -2.288 -3.317 1.828 0.078
O 3.027 1.981 0.196 -0.053
C 1.090 0.680 2.468 -0.120
H 1.310 -0.956 -2.117 0.018
O 0.666 4.007 0.316 -0.059
H 1.030 -1.044 0.222 0.098
O -0.816 1.794 -1.272 -0.043
H 1.414 -2.832 1.716 0.023
H -0.420 0.538 -3.397 0.037
H -2.539 -0.846 -1.121 -0.017
H 4.603 -1.667 0.786 0.096
H -4.499 -0.030 -2.376 0.069
O -2.294 0.064 1.068 -0.097
O 0.540 -2.473 -1.502 -0.061
H 1.704 1.674 -2.230 -0.029
H 3.580 1.364 0.686 0.014
H 0.065 4.427 0.972 0.074
H -2.063 -2.110 0.903 0.013
H 1.151 -3.194 -1.654 0.080
H -0.419 -0.553 -0.416 0.114
```

Properties
Frontier orbital gap: 10.185 eV
Molar mass: 333.4 g mol⁻¹
Charge: +1
2S+1: 1